[1]
86
Properties=species:S:1:pos:R:3:forces:R:3 method="wB97M-V/def2-TZVPD" homo_ha=-0.1680 charge=-1 total_energy_ev=-102331.5231 orbital_gap_ev=6.5
Zr -0.297 0.423 -0.462 -0.2197 -0.3835 -0.7204
C 1.754 2.308 3.402 -0.0383 0.0385 0.0329
C 0.295 2.026 3.569 -0.0054 -0.0136 -0.0081
N -0.351 2.515 4.594 -0.0639 -0.0203 0.0403
C -1.672 2.239 4.726 0.0760 0.0197 0.0056
C -2.379 1.457 3.856 -0.0191 0.0051 -0.0056
C -3.837 1.210 4.129 0.0072 -0.0242 -0.0047
O -4.121 -0.150 4.465 0.0078 0.0155 0.0093
C -1.707 0.915 2.724 -0.0849 -0.0331 -0.0137
C -2.459 0.067 1.829 -0.0174 -0.0689 -0.0284
N -2.132 -0.375 0.656 0.0975 0.1651 0.1389
C -3.147 -1.090 -0.050 -0.0181 -0.0895 -0.0662
C -4.454 -0.611 -0.072 -0.0434 0.0916 0.0686
C -5.449 -1.285 -0.757 -0.0131 -0.0424 -0.0224
C -5.154 -2.450 -1.448 0.0301 0.0138 0.0191
C -3.852 -2.925 -1.458 -0.0774 0.0298 0.0124
C -2.858 -2.246 -0.771 0.0967 -0.0726 -0.0853
I -0.916 -2.980 -0.859 -0.1974 -0.0056 -0.2034
C -0.343 1.221 2.556 0.0392 -0.0386 0.0728
O 0.364 0.815 1.568 -0.0598 -0.0321 0.0895
H 2.137 2.785 4.302 0.0033 0.0082 -0.0059
H 1.910 2.962 2.541 -0.0024 -0.0175 0.0336
H 2.298 1.385 3.197 0.0095 0.0118 0.0139
H -2.166 2.682 5.585 0.0039 0.0026 0.0014
H -4.451 1.433 3.254 -0.0012 0.0046 0.0014
H -4.160 1.875 4.935 -0.0033 -0.0013 0.0039
H -3.411 -0.460 5.037 -0.0055 -0.0024 -0.0081
H -3.432 -0.240 2.206 0.0012 0.0147 0.0115
H -4.666 0.338 0.401 0.0080 -0.0297 -0.0159
H -6.453 -0.880 -0.770 -0.0007 0.0001 -0.0005
H -5.923 -2.976 -1.998 -0.0033 -0.0010 0.0006
H -3.598 -3.818 -2.012 -0.0024 0.0041 -0.0009
C 3.229 -3.443 -1.890 -0.0409 -0.0044 -0.0069
C 3.544 -3.936 -0.485 0.0312 0.0023 -0.0090
N 2.372 -3.965 0.388 -0.0553 -0.0756 -0.0341
C 1.847 -5.283 0.728 0.0216 -0.0045 0.0011
C 1.455 -6.117 -0.481 0.0130 0.0174 -0.0095
C 2.015 -2.854 1.083 -0.0198 0.1518 0.1065
S 0.748 -2.792 2.178 0.2668 0.0372 0.2511
N 2.853 -1.787 0.904 0.1359 -0.1230 0.0067
C 2.620 -0.723 0.234 -0.1248 -0.0034 0.0313
O 1.583 -0.522 -0.531 -0.1142 0.2773 0.1777
C 3.672 0.343 0.289 -0.0176 -0.0276 -0.0493
C 5.017 -0.010 0.267 0.0181 -0.0039 -0.0080
C 5.998 0.969 0.308 0.0039 -0.0185 0.0083
C 5.641 2.308 0.397 -0.0145 0.0120 0.0093
C 4.299 2.660 0.445 0.0312 -0.0084 -0.0084
C 3.318 1.682 0.382 -0.0261 -0.0188 -0.0418
H 4.138 -3.410 -2.495 0.0049 0.0039 0.0053
H 2.798 -2.441 -1.861 -0.0007 -0.0207 -0.0026
H 2.514 -4.104 -2.383 0.0004 0.0293 0.0073
H 4.302 -3.300 -0.026 -0.0062 -0.0059 0.0069
H 3.945 -4.951 -0.520 0.0023 -0.0046 -0.0007
H 0.988 -5.123 1.373 -0.0184 -0.0028 0.0238
H 2.608 -5.816 1.313 -0.0065 0.0043 0.0091
H 0.656 -5.639 -1.047 -0.0086 0.0143 -0.0188
H 1.092 -7.089 -0.143 -0.0054 0.0027 -0.0021
H 2.295 -6.296 -1.156 -0.0121 0.0037 0.0020
H 5.284 -1.057 0.219 0.0075 -0.0106 -0.0067
H 7.043 0.686 0.275 -0.0013 -0.0020 -0.0003
H 6.407 3.073 0.436 0.0017 -0.0045 -0.0009
H 4.006 3.699 0.534 -0.0130 0.0001 -0.0104
H 2.280 1.974 0.452 0.0326 -0.0208 -0.0969
O 0.840 3.531 0.231 -0.0090 0.0236 0.0314
C -0.370 3.594 0.094 -0.0673 -0.0315 -0.0674
C -1.165 4.889 0.150 -0.0005 0.0182 -0.0172
C -2.579 4.454 -0.196 -0.0032 0.0094 0.0134
C -2.495 2.933 -0.242 0.0208 -0.0555 0.0485
O -3.463 2.205 -0.335 0.0312 0.0256 -0.0098
N -1.186 2.519 -0.143 0.0686 0.0631 -0.0041
H -0.727 5.602 -0.547 0.0100 -0.0095 0.0189
H -1.070 5.305 1.154 -0.0050 0.0049 0.0132
H -2.901 4.797 -1.180 -0.0146 0.0028 0.0058
H -3.339 4.753 0.525 -0.0053 -0.0063 0.0029
Cl -2.875 -0.994 -4.289 0.0006 0.0049 -0.0043
C -1.611 0.159 -4.612 -0.0334 -0.0067 0.0282
C -1.395 0.584 -5.909 -0.0016 0.0041 -0.0162
C -0.393 1.503 -6.192 -0.0071 -0.0059 0.0205
C 0.394 1.991 -5.154 0.0032 0.0043 -0.0223
C 0.158 1.551 -3.872 0.0238 0.0034 0.0225
Cl 1.135 2.133 -2.542 0.0785 0.1009 -0.1085
C -0.849 0.618 -3.513 -0.0900 -0.0752 -0.0212
N -0.987 0.244 -2.240 0.4151 0.1840 0.3428
H -2.019 0.189 -6.700 -0.0004 -0.0012 0.0069
H -0.224 1.834 -7.208 -0.0002 -0.0008 0.0022
H 1.188 2.703 -5.341 -0.0032 -0.0014 0.0074

***

[2]
87
Properties=species:S:1:pos:R:3:forces:R:3 method="wB97M-V/def2-TZVPD" homo_ha="-0.1608 / -0.1827" charge=-1 total_energy_ev=-156724.6588 multiplicity=3 orbital_gap_ev="6.7 / 7.1"
Pt -0.088 -0.151 -1.045 0.5618 -0.1498 0.4775
C 0.069 -0.283 1.039 -0.4760 0.4017 -0.0499
Si 1.755 -0.807 1.470 0.0500 0.1301 0.1055
C 2.864 0.172 0.286 0.1099 0.0611 -0.1407
N 2.388 0.037 -1.110 -0.0166 -0.1236 -0.0358
C 2.773 1.179 -1.956 0.1795 -0.0557 0.0537
C 4.288 1.289 -2.136 -0.0248 -0.1584 -0.0283
C 4.902 -0.082 -2.507 -0.1155 0.0282 0.0187
C 3.810 -1.093 -2.863 0.0510 0.1707 0.0566
C 2.834 -1.266 -1.702 0.1354 0.1621 0.0085
C 2.005 -2.659 1.298 -0.0816 -0.1526 -0.0778
C 3.168 -3.311 1.722 -0.0216 -0.0304 -0.0799
C 3.306 -4.687 1.598 -0.0371 -0.0055 -0.0310
C 2.279 -5.441 1.040 0.0187 0.0960 0.0276
C 1.126 -4.811 0.590 0.0212 0.0173 0.0081
C 0.991 -3.432 0.717 0.0349 0.0455 0.0235
C 2.267 -0.290 3.217 0.0402 -0.0475 0.1485
C 2.487 -1.195 4.262 0.0119 0.1489 -0.0085
C 2.783 -0.757 5.549 -0.0024 0.0143 -0.0472
C 2.850 0.603 5.824 -0.0224 -0.0340 -0.0723
C 2.622 1.521 4.806 0.0081 -0.0062 -0.0071
C 2.336 1.077 3.522 0.0328 -0.0546 -0.0259
H -0.074 0.738 1.423 -0.0629 -0.1278 0.0385
H -0.724 -0.906 1.462 0.0331 -0.0279 0.0026
H 3.928 -0.098 0.370 -0.0340 0.0690 -0.0132
H 2.773 1.226 0.576 0.0075 -0.1007 -0.0373
H 2.370 2.082 -1.508 0.0380 -0.0729 0.0400
H 2.286 1.057 -2.923 -0.0707 -0.0218 0.0125
H 4.737 1.665 -1.215 0.0349 0.0402 -0.0113
H 4.488 2.030 -2.913 -0.0039 -0.0090 0.0182
H 5.480 -0.473 -1.662 -0.0043 0.0101 -0.0238
H 5.594 0.024 -3.344 0.0555 -0.0117 0.0173
H 4.249 -2.066 -3.087 -0.0309 -0.0250 -0.0357
H 3.280 -0.773 -3.763 -0.0313 -0.0417 -0.0280
H 3.326 -1.844 -0.918 -0.0166 0.0278 0.0446
H 1.972 -1.845 -2.027 -0.1471 -0.0193 -0.0205
H 3.983 -2.734 2.152 -0.0558 -0.0335 0.0061
H 4.216 -5.172 1.933 -0.0238 0.0010 0.0052
H 2.379 -6.517 0.958 0.0150 0.0101 -0.0359
H 0.332 -5.391 0.134 0.0294 0.0350 0.0273
H 0.089 -2.945 0.348 0.0695 -0.0727 0.0711
H 2.417 -2.260 4.071 0.0218 0.0275 0.0106
H 2.964 -1.478 6.339 -0.0431 0.0258 -0.0317
H 3.068 0.946 6.829 0.0211 -0.0026 -0.0099
H 2.666 2.585 5.015 -0.0142 -0.0546 -0.0177
H 2.149 1.809 2.740 -0.0031 -0.0368 0.0864
Se 0.686 -1.617 -5.733 0.1244 -0.1398 -0.3365
C 0.268 -0.937 -4.147 -0.1705 0.2245 0.3306
N -0.008 -0.483 -3.110 -0.0325 0.0787 -0.3042
O -2.111 -1.844 -0.817 -0.4309 -0.0071 -0.0554
S -3.605 -1.834 -0.677 0.1803 0.0085 0.0801
C -4.241 -0.600 -1.815 0.0220 -0.0032 -0.1326
C -5.554 -0.155 -1.703 0.0026 0.0318 0.0184
C -6.051 0.719 -2.656 0.0479 -0.0389 -0.0316
C -5.251 1.115 -3.726 0.0325 0.0076 0.0358
C -3.943 0.665 -3.822 -0.0092 0.0109 0.0231
C -3.428 -0.198 -2.861 -0.0106 0.0027 0.0416
C -4.020 -0.992 0.847 -0.0491 0.0112 0.0029
C -3.396 0.204 1.178 0.0053 0.0226 -0.0591
C -3.719 0.805 2.385 -0.0269 0.0306 0.0132
C -4.658 0.224 3.232 -0.0134 -0.0705 -0.0437
C -5.291 -0.961 2.877 0.0117 0.0216 -0.0321
C -4.967 -1.579 1.675 0.0772 0.0238 0.0044
H -6.178 -0.472 -0.872 0.0695 0.0349 -0.0440
H -7.060 1.098 -2.561 -0.0169 -0.0305 -0.0307
H -5.653 1.780 -4.481 0.0340 0.0136 0.0576
H -3.308 0.987 -4.640 -0.0377 -0.0216 0.0569
H -2.404 -0.546 -2.917 -0.0272 -0.0045 -0.0112
H -2.683 0.672 0.501 -0.0074 -0.0599 0.0696
H -3.246 1.742 2.653 0.0057 -0.0594 -0.0033
H -4.901 0.697 4.175 -0.0001 0.0265 -0.0085
H -6.031 -1.404 3.532 0.0363 0.0117 -0.0027
H -5.443 -2.509 1.380 0.0504 0.0320 0.0341
F -1.304 2.785 -3.221 0.1254 0.0944 0.1180
C -0.649 3.478 -2.286 -0.1278 -0.1781 -0.0610
F -0.801 4.790 -2.575 0.0393 -0.1459 0.0576
F 0.659 3.192 -2.422 -0.1664 0.1537 -0.0369
C -1.154 3.082 -0.850 0.3641 0.4509 -0.1691
O -1.289 1.775 -0.701 -0.2331 -0.2074 -0.0122
C -0.134 3.668 0.203 -0.1059 -0.2027 0.0573
F -0.695 3.691 1.432 0.1482 0.0000 -0.2063
F 0.309 4.913 -0.057 -0.0476 -0.1480 0.0272
F 0.948 2.874 0.285 -0.1206 0.2092 0.0580
C -2.532 3.814 -0.630 -0.0269 -0.2653 0.0068
F -2.410 5.111 -0.282 0.0006 -0.0985 -0.0618
F -3.288 3.774 -1.742 0.0314 -0.0078 0.1625
F -3.226 3.206 0.340 0.0104 0.1422 -0.0518

***

Number 1: molecular weight 951.8 g mol⁻¹. Number 2: molecular weight 1031.9 g mol⁻¹.